Record 1
ORCA calculation (ωB97M-V/def2-TZVPD) on C6H9ClO3 as an isolated structure at a distorted geometry.

```
19
Properties=species:S:1:pos:R:3:forces:R:3
C 1.880 2.355 -0.385 0.2 0.3 0.0
C 0.824 2.377 0.387 -3.2 -3.9 -1.3
C -0.537 1.058 0.067 3.3 3.2 1.1
C -0.248 -0.356 0.209 -0.1 0.2 0.9
C -2.497 -1.135 -0.016 -0.2 0.0 -0.3
C 1.427 -1.961 0.019 -0.1 0.0 0.0
O -0.335 0.254 -1.055 0.0 -0.3 -1.0
O -1.207 -1.287 0.543 0.5 -0.1 -0.1
O 0.980 -0.748 0.630 -0.2 0.0 -0.1
Cl 0.410 3.380 1.668 0.0 0.6 0.5
H 2.691 3.058 -0.285 0.1 0.2 0.1
H 1.958 1.612 -1.160 -0.1 -0.2 -0.1
H -1.501 1.518 0.203 -0.2 0.1 0.0
H -3.017 -0.257 0.384 0.1 -0.1 0.0
H -3.036 -2.035 0.275 0.0 0.1 -0.1
H -2.448 -1.065 -1.109 -0.1 0.0 0.2
H 2.428 -2.130 0.407 0.0 0.0 -0.1
H 1.458 -1.848 -1.068 0.0 0.0 0.1
H 0.769 -2.789 0.287 0.1 0.0 0.0
```
Forces are in eV/Å.

The value obtained for the HOMO-LUMO gap is 10.45 eV. For the molecular weight, the calculation gives 164.6 g mol⁻¹. For the energy relative to the best compared isomer or geometry (same formula, charge and spin), the calculation gives 27.9 kcal per mole. Its total energy is -919.80338 Ha.

Record 2
ORCA calculation (ωB97M-V/def2-TZVPD) on an isolated ion of composition C5H8O2P and charge -1 at a distorted geometry.

```
16
Properties=species:S:1:pos:R:3:forces:R:3
C 0.986 0.021 0.235 1.1 -2.6 2.9
C -1.546 1.435 0.058 -0.4 0.3 -0.6
C -0.344 -0.754 0.745 1.1 0.2 -1.8
C 1.648 -0.579 -1.025 -0.2 -0.6 0.8
C -0.871 2.359 0.412 0.8 2.5 0.4
O -3.088 -0.589 0.753 0.4 0.3 -0.2
O -1.901 -0.842 -1.491 0.4 -0.1 -2.4
P -1.924 -0.284 -0.147 -0.5 -1.4 3.2
H 0.896 1.066 0.383 -0.3 0.9 -0.7
H 1.683 -0.221 1.128 -0.5 0.2 -1.3
H 0.909 -1.243 -1.396 -0.6 -1.0 -0.5
H 2.544 -1.166 -0.791 -0.2 0.0 0.3
H -0.176 -1.855 0.598 -0.2 0.9 0.2
H -0.472 -0.539 1.794 -0.1 0.0 0.4
H 1.925 -0.060 -1.913 0.0 1.5 -0.3
H -0.269 3.250 0.658 -0.8 -1.1 -0.2
```
Forces are in eV/Å.

Its SMILES is C#C[P@@](=O)([O-])CCC. The value obtained for the HOMO-LUMO gap is 8.73 eV. For the molecular weight, the calculation gives 131.1 g mol⁻¹. Its total charge is -1. For the energy relative to the best compared isomer or geometry (same formula, charge and spin), the calculation gives 24.6 kcal per mole. Its total energy is -687.17734 Ha.

Record 3
ORCA calculation (ωB97M-V/def2-TZVPD) on C17H15F6ORuS2 as an isolated structure at a distorted geometry.

```
42
Properties=species:S:1:pos:R:3:forces:R:3
Ru -0.357 0.061 0.232 -0.2 0.2 1.0
C -0.778 1.126 -3.816 0.0 0.0 0.0
C -1.495 0.848 -2.531 -0.1 0.0 -0.1
C -2.061 -0.402 -2.270 0.0 0.0 -0.1
C -2.675 -0.669 -1.057 -0.1 -0.1 -0.2
C -2.780 0.331 -0.078 -0.1 -0.3 -0.2
C -2.229 1.587 -0.326 0.3 0.1 -0.3
C -1.562 1.824 -1.540 -0.1 0.0 0.0
H -1.020 2.118 -4.199 0.0 0.0 0.0
H -1.027 0.384 -4.575 0.0 0.0 0.0
H 0.296 1.078 -3.631 0.0 0.0 0.0
H -2.001 -1.179 -3.020 0.0 0.0 0.0
H -3.117 -1.641 -0.883 0.0 0.0 0.1
H -3.348 0.148 0.821 0.1 0.0 0.1
H -2.362 2.385 0.390 0.1 0.0 0.1
H -1.130 2.800 -1.724 0.0 0.0 0.0
S -0.758 -1.136 2.101 -0.2 0.2 -0.8
C -0.441 -0.090 3.418 0.2 0.0 0.7
C -0.728 -0.478 4.750 0.0 0.0 -0.3
C -0.468 0.376 5.783 0.1 0.4 0.1
C 0.103 1.654 5.539 -0.2 -0.4 0.2
C 0.397 2.037 4.266 0.0 -0.2 -0.5
C 0.125 1.160 3.179 0.2 0.1 0.8
S 0.526 1.602 1.587 -0.1 -0.1 -0.9
H -1.153 -1.459 4.931 0.0 0.0 0.0
H -0.705 0.076 6.797 0.0 0.0 0.0
H 0.306 2.325 6.365 0.0 -0.1 0.0
H 0.837 3.007 4.063 0.0 0.0 0.0
C 2.589 -0.735 -2.927 0.1 0.0 -0.1
C 1.813 -1.083 -1.656 0.1 0.1 0.0
O 0.910 -0.088 -1.367 0.2 -0.2 0.0
C 2.847 -1.241 -0.514 0.0 0.1 0.1
F 3.773 -2.183 -0.762 0.0 0.0 -0.1
F 3.503 -0.083 -0.339 -0.1 0.0 0.0
F 2.277 -1.553 0.657 -0.1 0.0 0.0
C 1.088 -2.429 -1.912 -0.2 0.0 -0.1
F 0.270 -2.786 -0.910 -0.1 0.1 0.1
F 0.311 -2.312 -3.012 0.0 0.0 0.0
F 1.913 -3.460 -2.128 0.1 0.0 0.0
H 3.148 0.182 -2.754 0.0 0.0 0.0
H 1.881 -0.572 -3.735 0.0 0.0 0.0
H 3.278 -1.529 -3.213 0.0 0.0 0.0
```
Forces are in eV/Å.

The value obtained for the HOMO-LUMO gap (spin up / spin down) is 6.03 / 7.09 eV. For the molecular weight, the calculation gives 514.5 g mol⁻¹. As for the spin multiplicity: 2. For the energy relative to the best compared isomer or geometry (same formula, charge and spin), the calculation gives 12.1 kcal per mole. Its total energy is -2222.52344 Ha.